{"formula": "C35H46F16InO4", "method": "ωB97M-V/def2-TZVPD", "symbols": ["C", "C", "C", "C", "C", "C", "C", "C", "C", "C", "C", "C", "O", "C", "C", "O", "C", "C", "In", "C", "C", "C", "C", "C", "C", "C", "C", "C", "H", "H", "H", "H", "H", "H", "H", "H", "H", "H", "H", "H", "H", "H", "H", "H", "H", "H", "H", "H", "H", "H", "H", "H", "H", "H", "H", "H", "H", "H", "H", "H", "H", "H", "H", "H", "H", "H", "C", "C", "C", "F", "F", "F", "F", "O", "C", "C", "F", "F", "F", "F", "H", "H", "H", "H", "C", "C", "C", "F", "F", "F", "F", "O", "C", "C", "F", "F", "F", "F", "H", "H", "H", "H"], "positions_angstrom": [[2.15230, 0.45221, 1.88400], [2.13418, 0.66994, 0.22586], [3.52753, 1.36628, -0.27968], [2.15856, -0.88672, -0.38735], [0.75824, 1.34887, -0.33445], [0.66543, 2.97748, -0.22898], [1.45593, 3.79370, -1.43010], [1.17352, 3.62430, 1.18876], [-0.96286, 3.34848, -0.33201], [-1.61497, 4.34825, -1.46031], [-3.25104, 4.69125, -1.51981], [-4.31501, 4.02598, -0.46306], [-5.75557, 4.31457, -0.56580], [-6.49242, 3.17819, -1.15480], [-5.64780, 2.37000, -2.32960], [-6.55770, 1.62792, -3.26247], [-5.96773, 0.30339, -3.59047], [-6.67913, -0.78842, -2.59576], [-5.23099, -1.92712, -1.25854], [-5.72048, -1.58560, 0.97296], [-4.44596, -1.91279, 1.95739], [-3.14306, -0.87105, 1.85871], [-1.78817, -1.06544, 2.77381], [-1.69936, -2.34340, 3.84230], [-2.98005, -3.36860, 3.95816], [-4.34789, -3.14472, 3.03473], [-3.68090, 3.03506, 0.70096], [-2.04386, 2.71324, 0.77525], [2.15502, -0.68000, 2.18009], [1.30280, 1.04840, 2.42476], [3.17826, 0.91487, 2.28250], [3.43921, 1.58134, -1.45046], [3.77057, 2.40637, 0.21118], [4.43154, 0.59338, -0.18357], [1.17931, -1.43537, 0.01747], [2.22613, -0.91723, -1.55488], [3.06140, -1.45228, 0.14447], [0.68699, 1.08203, -1.49495], [-0.14211, 0.76661, 0.16767], [1.11065, 4.93392, -1.35614], [2.63304, 3.82986, -1.23570], [1.20794, 3.38226, -2.50418], [0.88952, 4.78275, 1.18847], [2.32804, 3.54880, 1.38095], [0.56852, 3.13771, 2.09571], [-0.96566, 4.87996, -2.27548], [-3.68431, 5.43210, -2.33998], [-7.42562, 3.66029, -1.72184], [-6.93142, 2.42837, -0.36961], [-4.89977, 1.60320, -1.80983], [-5.05013, 3.12498, -3.02000], [-6.31979, 0.06472, -4.70123], [-4.79754, 0.29670, -3.58546], [-7.44544, -0.23383, -1.89192], [-7.28548, -1.61146, -3.20108], [-3.49741, -1.55914, -1.55275], [-5.50175, -3.71734, -1.53814], [-6.69009, -2.20210, 1.24027], [-6.02423, -0.43373, 1.02354], [-3.20536, 0.04369, 1.09590], [-0.91811, -0.28480, 2.64100], [-0.70374, -2.48085, 4.48264], [-2.86369, -4.26697, 4.72885], [-5.26042, -3.88264, 3.13233], [-4.35401, 2.50477, 1.51701], [-1.66773, 1.97655, 1.62392], [9.86081, 3.47696, -0.16722], [9.68459, 2.25420, -1.08116], [8.46212, 2.30331, -1.98993], [7.30454, 2.36263, -1.29313], [8.38737, 1.17988, -2.75402], [9.69502, 1.12520, -0.32311], [10.80059, 2.17774, -1.87314], [9.38777, 3.33379, 1.17422], [7.99779, 3.59028, 1.36444], [7.22244, 2.35182, 1.82822], [7.32616, 1.33159, 0.93757], [5.89488, 2.62177, 1.95395], [7.48765, 4.14124, 0.23588], [7.92622, 4.55979, 2.31458], [10.94187, 3.62741, -0.05701], [9.50366, 4.40371, -0.63231], [8.50429, 3.16057, -2.66759], [7.59425, 1.99613, 2.79416], [-2.01507, -7.58869, 0.41128], [-1.71018, -7.33296, -1.07301], [-0.24433, -7.06101, -1.38930], [0.22133, -5.95657, -0.76287], [-0.07408, -6.84135, -2.72132], [-2.51040, -6.33145, -1.52691], [-2.09342, -8.45352, -1.76295], [-2.50393, -6.47023, 1.15544], [-1.50425, -5.59568, 1.67486], [-1.57733, -4.18644, 1.07593], [-1.43350, -4.20652, -0.27455], [-0.58169, -3.39494, 1.55900], [-0.28636, -6.17146, 1.52425], [-1.72274, -5.53727, 3.01527], [-2.84026, -8.31108, 0.43746], [-1.19206, -8.09769, 0.92732], [0.38669, -7.91003, -1.11200], [-2.53638, -3.71226, 1.30651]], "atomic_forces_ev_per_a": [[0.997, 0.941, -0.149], [0.380, -1.585, -0.032], [-0.131, -0.094, -1.202], [-0.307, 0.155, 1.394], [0.600, -0.436, -0.686], [-1.154, 0.845, 0.017], [0.046, 0.666, 0.538], [-0.816, 0.461, 0.498], [-4.191, 1.032, -0.148], [-2.555, -1.437, 2.617], [0.810, -2.301, 2.702], [4.125, -0.651, 0.203], [3.007, -1.992, -0.323], [-1.413, -0.687, -2.103], [0.336, -0.228, -0.113], [2.383, 0.193, 1.338], [-1.644, -1.069, -0.555], [-0.583, 0.150, -0.365], [-0.047, -0.677, -0.192], [0.280, 0.340, 1.964], [2.002, 0.203, 1.718], [0.951, -2.525, 2.533], [-3.995, -2.442, -0.020], [-3.452, 0.774, -2.076], [0.446, 3.422, -2.041], [2.889, 2.393, -0.451], [2.672, 1.194, -2.172], [-1.701, 2.209, -2.900], [-0.262, 2.186, -0.617], [1.493, -1.340, -1.061], [-2.180, -1.009, -0.744], [0.126, -0.492, 2.435], [-0.400, -2.236, -0.733], [-1.955, 1.818, 0.128], [2.006, 1.143, -1.184], [-0.100, 0.017, 2.268], [-1.760, 1.176, -1.442], [0.118, 0.593, 2.418], [1.769, 1.517, -0.889], [0.661, -2.501, -0.254], [-2.658, -0.382, -0.499], [0.548, 0.751, 2.196], [0.604, -2.513, -0.062], [-2.258, -0.102, -0.471], [1.460, 1.059, -1.982], [-1.338, -1.257, 1.814], [1.125, -1.808, 1.922], [2.024, -0.928, 1.362], [1.171, 1.451, -1.228], [-1.516, 1.719, -1.155], [-1.065, -1.357, 1.754], [0.830, 0.658, 2.209], [-2.150, 0.216, 0.228], [1.407, -0.887, -1.610], [1.227, 1.864, 1.120], [-0.331, 0.177, 0.080], [0.034, 0.462, 0.126], [2.118, 1.085, -0.265], [0.873, -2.347, 0.229], [0.159, -2.310, 1.784], [-1.805, -1.854, 0.387], [-2.546, 0.198, -1.562], [-0.539, 2.206, -1.936], [2.138, 1.638, -0.193], [1.436, 1.305, -1.987], [-0.921, 1.738, -1.989], [0.875, 0.602, 0.335], [0.422, -0.459, 0.872], [-0.715, -0.476, -0.811], [0.386, -0.159, -0.431], [0.361, 0.136, 0.177], [-0.203, 0.307, -0.344], [-0.443, 0.292, -0.154], [-1.801, -0.205, -0.473], [1.549, 1.224, -0.655], [-0.584, -0.945, 0.183], [0.184, 0.464, 0.464], [0.529, 0.379, -0.051], [-0.274, -0.076, 0.903], [-0.199, -0.706, -0.073], [-0.219, -0.298, 0.038], [-0.156, -0.380, 0.010], [0.149, 0.071, 0.102], [0.110, 0.223, -0.076], [-0.719, -0.534, 0.640], [-1.173, 0.771, 0.098], [0.751, 0.345, -0.616], [-0.031, -0.476, -0.484], [-0.266, -0.217, 0.062], [0.618, -0.399, 0.131], [0.524, -0.101, 0.122], [1.598, 0.768, -0.220], [-0.631, -1.526, 0.293], [-0.412, 1.135, -0.559], [-0.107, -0.219, 0.494], [0.277, -0.823, -0.121], [-0.103, 0.483, 0.524], [0.235, -0.024, -0.703], [0.040, 0.321, -0.203], [0.024, 0.290, -0.271], [-0.133, -0.087, 0.091], [0.061, -0.214, 0.119]], "max_force_ha_per_bohr": 0.091, "spin_multiplicity": 1, "total_energy_ha": -3449.343577, "charge": -1, "orbital_gap_ha": 0.2254}